## i
C3H6OS2 | ωB97M-V with the def2-TZVPD basis set

E_HOMO in eV: -8.44
Spin multiplicity: 1
Orbital gap in eV: 8.47
SMILES: O=[S@@H]1=CCCS1

Cartesian coordinates (Å):
O (-2.535, 0.740, -0.981)
S (-1.929, 0.403, 0.271)
C (-0.556, 1.307, 0.605)
C (0.479, 0.432, -0.273)
C (0.141, -1.108, -0.802)
S (-1.258, -1.656, 0.167)
H (-2.930, 0.593, 1.242)
H (-0.341, 1.271, 1.637)
H (1.539, 0.428, 0.282)
H (0.809, 0.747, -1.231)
H (-0.240, -1.043, -1.774)
H (0.998, -1.827, -0.501)


## ii
C3H6OS2 | ωB97M-V with the def2-TZVPD basis set

E_HOMO in eV: -8.81
Spin multiplicity: 1
Orbital gap in eV: 9.12
SMILES: OC(=S)CCS

Cartesian coordinates (Å):
O (0.908, 1.751, 0.275)
C (1.288, 0.479, 0.093)
S (2.664, 0.113, -0.701)
C (0.333, -0.558, 0.657)
C (-0.847, -0.839, -0.274)
S (-1.965, 0.595, -0.535)
H (0.016, 1.782, 0.674)
H (0.890, -1.466, 0.790)
H (-0.024, -0.233, 1.645)
H (-0.503, -1.169, -1.227)
H (-1.489, -1.625, 0.165)
H (-1.271, 1.170, -1.561)


Of them, ii has the highest stability.


## i
C3H6OS2 | ωB97M-V with the def2-TZVPD basis set

E_HOMO in eV: -8.77
Spin multiplicity: 1
Orbital gap in eV: 9.02
SMILES: OC(=S)CCS

Cartesian coordinates (Å):
O (0.951, 0.288, -1.205)
C (0.515, -0.752, -0.444)
S (0.190, -2.221, -1.034)
C (0.338, -0.412, 1.003)
C (-0.786, 0.539, 1.405)
S (-0.581, 2.170, 0.568)
H (0.721, 1.123, -0.742)
H (0.147, -1.398, 1.536)
H (1.305, -0.018, 1.342)
H (-1.708, 0.048, 1.089)
H (-0.856, 0.731, 2.527)
H (-1.357, 1.763, -0.438)


## ii
C3H6OS2 | ωB97M-V with the def2-TZVPD basis set

E_HOMO in eV: -9.40
Spin multiplicity: 1
Orbital gap in eV: 10.02
SMILES: C[C@@]1(S)O[C@H]1S

Cartesian coordinates (Å):
C (0.535, 1.480, -0.088)
C (0.425, -0.178, 0.298)
S (1.938, -0.968, -0.220)
O (-0.252, -0.638, 1.430)
C (-0.803, -0.960, 0.128)
S (-2.400, -0.296, -0.306)
H (-0.325, 1.908, 0.383)
H (0.441, 1.403, -1.198)
H (1.520, 1.629, 0.447)
H (2.521, -0.088, 0.521)
H (-0.780, -2.000, -0.308)
H (-2.820, -1.291, -1.088)


Of them, i has the highest stability.


## i
CH6O4 | ωB97M-V with the def2-TZVPD basis set

E_HOMO in eV: -9.60
Spin multiplicity: 1
Orbital gap in eV: 3.43

Cartesian coordinates (Å):
O (0.957, 0.706, -1.450)
C (0.503, -0.496, -1.279)
O (1.472, -1.805, -1.652)
H (-0.396, -0.709, -2.007)
H (1.781, -1.672, -2.607)
H (-2.499, -0.406, 2.263)
H (0.364, -0.808, -0.236)
O (-0.928, 1.947, 2.051)
H (0.042, 1.957, 2.100)
H (-1.292, 0.783, 2.004)
O (-1.628, -0.369, 1.821)


## ii
CH6O4 | ωB97M-V with the def2-TZVPD basis set

E_HOMO in eV: -10.80
Spin multiplicity: 1
Orbital gap in eV: 11.26
SMILES: O=CO.O.O

Cartesian coordinates (Å):
O (1.149, -0.113, -2.156)
C (0.068, 0.312, -1.910)
O (-0.197, 1.247, -0.972)
H (-0.826, -0.090, -2.402)
H (-0.475, 0.772, -0.152)
O (-1.334, 0.769, 1.506)
H (-0.838, 0.364, 2.211)
H (-2.264, 0.551, 1.690)
O (1.235, -1.373, 0.818)
H (2.071, -1.674, 1.239)
H (1.412, -0.765, 0.128)


Of them, ii has the highest stability.


## i
C6H16NS | ωB97M-V with the def2-TZVPD basis set

E_HOMO in eV: -12.72
Spin multiplicity: 1
Net charge: +1
Orbital gap in eV: 7.93

Cartesian coordinates (Å):
C (-3.259, 0.771, -0.240)
C (2.542, -0.467, -1.306)
C (1.329, 1.417, -0.354)
C (2.679, 0.143, 1.035)
C (-2.235, -0.347, -0.541)
C (-1.348, -0.369, 0.687)
N (2.198, 0.470, -0.256)
S (-0.049, -1.812, 0.409)
H (-4.122, 0.763, -0.750)
H (-2.717, 1.713, -0.553)
H (-3.500, 0.730, 0.760)
H (3.235, -1.154, -1.065)
H (1.595, -1.018, -1.412)
H (2.732, 0.046, -2.203)
H (-0.734, 0.531, 0.895)
H (1.176, 1.978, 0.533)
H (0.843, 1.648, -1.336)
H (2.269, -0.879, 1.157)
H (3.692, 0.025, 1.193)
H (2.317, 0.714, 2.020)
H (-1.486, -0.066, -1.353)
H (-2.515, -1.338, -0.792)
H (-1.847, -0.485, 1.706)
H (-0.698, -2.867, 0.906)


## ii
C6H16NS | ωB97M-V with the def2-TZVPD basis set

E_HOMO in eV: -12.30
Spin multiplicity: 1
Net charge: +1
Orbital gap in eV: 8.81
SMILES: C[C@H](CS)C(C)(C)[NH3+]

Cartesian coordinates (Å):
C (0.797, 1.784, 0.427)
C (0.644, 0.306, 0.426)
C (1.775, -0.276, -0.700)
S (3.315, -0.373, 0.228)
C (-0.808, -0.203, 0.151)
C (-1.097, -1.597, 0.668)
C (-0.850, -0.371, -1.409)
N (-1.828, 0.771, 0.711)
H (1.854, 1.967, 0.657)
H (0.173, 2.298, 1.117)
H (0.753, 2.245, -0.493)
H (1.113, 0.028, 1.397)
H (1.378, -1.205, -1.122)
H (1.872, 0.468, -1.548)
H (3.204, -1.667, 0.148)
H (-1.941, -2.010, 0.177)
H (-1.315, -1.758, 1.745)
H (-0.091, -2.054, 0.322)
H (-0.446, 0.557, -2.029)
H (-1.852, -0.402, -1.680)
H (-0.322, -1.265, -1.769)
H (-2.709, 0.902, 0.143)
H (-1.320, 1.566, 0.933)
H (-2.300, 0.290, 1.500)


Of them, ii has the highest stability.


## i
C4H8O2S | ωB97M-V with the def2-TZVPD basis set

E_HOMO in eV: -9.25
Spin multiplicity: 1
Orbital gap in eV: 9.92
SMILES: O=C(O)CCCS

Cartesian coordinates (Å):
O (0.182, 1.384, 2.170)
C (-0.648, 1.291, 1.321)
O (-1.745, 2.126, 1.317)
C (-0.798, 0.430, 0.100)
C (0.188, -0.735, -0.003)
C (0.642, -1.167, -1.391)
S (2.127, -2.161, -1.499)
H (-1.600, 2.927, 1.827)
H (-1.811, 0.020, 0.188)
H (-0.956, 1.058, -0.777)
H (-0.083, -1.499, 0.730)
H (1.066, -0.323, 0.514)
H (-0.115, -1.802, -1.838)
H (0.678, -0.210, -1.910)
H (2.871, -1.339, -0.749)


## ii
C4H8O2S | ωB97M-V with the def2-TZVPD basis set

E_HOMO in eV: -9.15
Spin multiplicity: 1
Orbital gap in eV: 9.98
SMILES: CC1OCSCO1

Cartesian coordinates (Å):
C (2.581, -0.049, -0.382)
C (1.301, -0.084, 0.415)
O (0.767, 1.049, 0.077)
C (-0.640, 1.367, 0.253)
S (-1.921, 0.041, -0.346)
C (-0.820, -1.211, 0.398)
O (0.504, -1.204, -0.190)
H (3.002, 0.853, 0.182)
H (2.554, 0.313, -1.448)
H (3.131, -1.064, -0.453)
H (1.253, -0.432, 1.481)
H (-0.884, 2.334, -0.434)
H (-0.670, 1.516, 1.331)
H (-1.533, -2.069, 0.188)
H (-0.814, -1.010, 1.481)


## iii
C4H8O2S | ωB97M-V with the def2-TZVPD basis set

E_HOMO in eV: -8.49
Spin multiplicity: 1
Orbital gap in eV: 8.95
SMILES: C1COSC1.C=O

Cartesian coordinates (Å):
C (1.396, -0.448, 0.683)
C (0.998, -1.260, -0.659)
O (0.277, -0.389, -1.465)
S (-0.736, 0.683, -0.523)
C (0.076, 0.240, 1.060)
H (1.880, -1.056, 1.426)
H (2.059, 0.245, 0.274)
H (1.914, -1.656, -1.066)
H (0.315, -1.961, -0.182)
H (-0.498, -0.423, 1.637)
H (0.282, 1.136, 1.521)
C (-4.422, 1.128, 0.824)
O (-4.720, -0.010, 0.628)
H (-4.626, 1.813, -0.013)
H (-4.030, 1.504, 1.722)


Of them, i has the highest stability.


## i
C2H2N4 | ωB97M-V with the def2-TZVPD basis set

E_HOMO in eV: -10.19
Spin multiplicity: 1
Orbital gap in eV: 9.61
SMILES: c1ncnnn1

Cartesian coordinates (Å):
C (1.031, -0.432, -0.258)
N (0.760, 0.865, -0.148)
C (-0.555, 1.037, 0.045)
N (-1.364, 0.088, 0.505)
N (-0.969, -1.165, 0.433)
N (0.150, -1.436, -0.162)
H (1.974, -0.962, -0.279)
H (-1.046, 1.994, -0.130)


## ii
C2H2N4 | ωB97M-V with the def2-TZVPD basis set

E_HOMO in eV: -9.14
Spin multiplicity: 1
Orbital gap in eV: 8.28

Cartesian coordinates (Å):
C (-0.232, -0.479, 1.400)
C (0.359, 0.144, 0.271)
N (-0.947, -1.063, 2.074)
N (-1.567, -0.744, -0.723)
N (1.430, 0.799, 0.232)
N (-0.536, -0.123, -0.837)
H (1.697, 1.190, -0.666)
H (-0.203, 0.276, -1.752)


## iii
C2H2N4 | ωB97M-V with the def2-TZVPD basis set

E_HOMO (spin up / spin down) in eV: -11.74 / -10.33
Spin multiplicity: 1
Orbital gap (spin up / spin down) in eV: 8.99 / 6.79

Cartesian coordinates (Å):
C (1.353, -0.648, -1.808)
C (-1.274, -1.087, -2.457)
N (1.892, -0.429, -2.793)
N (-2.292, -1.184, -2.974)
N (0.276, -0.091, 0.065)
N (0.620, -1.049, -0.851)
H (-0.254, -0.404, 0.870)
H (0.007, 0.802, -0.320)


Of them, i has the highest stability.


## i
CH4F2N2 | ωB97M-V with the def2-TZVPD basis set

E_HOMO in eV: -10.50
Spin multiplicity: 1
Orbital gap in eV: 11.42

Cartesian coordinates (Å):
C (0.767, 0.249, -0.038)
N (0.157, -0.043, -1.225)
N (-0.046, 0.676, 1.062)
F (1.757, 0.989, -0.260)
F (1.596, -1.172, 0.319)
H (-0.830, -0.368, -1.225)
H (0.612, -0.593, -1.977)
H (0.525, 1.408, 1.558)
H (-0.429, 0.148, 1.811)


## ii
CH4F2N2 | ωB97M-V with the def2-TZVPD basis set

E_HOMO in eV: -8.63
Spin multiplicity: 1
Orbital gap in eV: 9.07

Cartesian coordinates (Å):
C (0.259, 0.419, -0.001)
N (0.261, -0.111, 1.229)
N (0.648, -0.217, -1.111)
F (0.231, 1.736, -0.076)
F (-2.109, -0.326, -0.101)
H (-0.034, -1.078, 1.276)
H (-0.196, 0.466, 1.926)
H (0.543, 0.306, -1.970)
H (0.398, -1.194, -1.172)


Of them, i has the highest stability.